Below is a cluster of 5 separate species, C31H69BN2O11S in total in a non-equilibrium geometry, with properties calculated with wB97M-V/def2-TZVPD.

SMILES string = [H]/N=C\C[C@]1(B(N)O)OC(=O)O[C@@]1(CCCCCCCCCCC)CCCS(=O)(=O)O.CC(C)O.CC(C)O.CC(C)O.CC(C)O
E_HOMO = -9.7 eV
Frontier orbital gap = 9.609 eV

Geometry as XYZ:
```
115
Properties=species:S:1:pos:R:3:lowdin_charge:R:1
S -2.73469 0.81893 4.11820 0.60
O 8.32105 2.64900 -1.08213 -0.06
O -2.80158 -3.19099 1.86820 0.17
O -1.53161 -0.23664 -1.36001 0.07
O -5.08463 3.58602 2.30947 -0.06
O -2.69042 2.41268 4.27190 -0.14
O -2.80089 0.26761 5.42545 -0.27
O -3.81793 0.50349 3.25184 -0.26
O -11.38276 7.28311 0.99278 -0.05
O -3.16804 -1.33722 -0.30926 0.10
O -3.71855 0.35103 -1.79120 0.14
O -0.00947 -5.41651 -2.32355 -0.08
N -0.98010 -4.38092 0.80339 0.22
N -4.30206 -3.67636 -1.77374 0.14
C 6.95970 -0.66068 -1.17305 -0.20
C 1.34337 -0.42989 -1.25335 -0.16
C 6.55858 -4.28951 1.42583 -0.11
C -1.29966 -0.66837 2.29791 -0.18
C -3.07074 -3.93029 -1.64296 -0.23
C -1.15667 0.39031 3.39117 -0.20
C -1.93443 -2.93842 -1.61933 -0.08
C 7.42859 3.31218 -1.97795 -0.50
C 7.96122 -2.60946 0.15421 -0.21
C 6.24730 0.20377 -0.12522 -0.19
C -0.96451 -1.01462 -0.26815 -0.34
C -9.27482 7.19033 -0.18644 -0.06
C 8.06025 3.42456 -3.35689 -0.06
C 1.14471 -6.38993 -4.21299 -0.06
C -1.01725 -0.04260 0.93054 -0.07
C -6.95550 3.95690 3.79309 -0.06
C 6.90376 -2.16379 -0.87480 -0.20
C -9.96859 7.39382 1.15225 -0.50
C -1.34467 -6.61422 -3.95034 -0.05
C 3.74792 -0.33366 -0.29581 -0.20
C -7.08609 2.29983 1.90611 -0.05
C 7.05049 4.67756 -1.42439 -0.06
C 4.87144 0.66749 -0.56867 -0.22
C -1.97822 -2.14444 -0.28219 -0.25
C 7.35907 -2.99598 1.50471 -0.27
C -0.13100 -5.72843 -3.71670 -0.48
C 2.36741 0.34836 -0.42197 -0.19
C 0.48538 -1.42938 -0.47198 -0.08
C -9.47752 6.39496 2.18856 -0.07
C -2.88704 -0.33824 -1.20906 -0.49
C -6.50752 3.62583 2.37713 -0.50
B -1.91434 -3.29079 0.83568 -0.60
H 7.38197 3.90054 -4.06625 0.08
H 0.11400 -6.24343 -1.84591 0.09
H 8.15119 -3.15034 2.22772 0.10
H 7.06542 -2.71775 -1.79051 0.10
H 8.97978 4.01420 -3.30923 0.08
H -0.70827 1.29545 2.99603 0.10
H -1.91399 -2.28795 -2.48729 0.14
H 0.74328 0.25710 -1.83285 0.11
H 2.52093 1.30258 -0.91386 0.10
H -8.19337 7.30102 -0.09420 0.08
H -0.54578 0.02715 4.20280 0.11
H 7.93878 5.30588 -1.31705 0.08
H 1.32322 -7.32590 -3.67683 0.08
H 4.61751 1.61323 -0.10293 0.11
H -0.27086 -4.77483 -4.22762 0.14
H -1.71298 0.77512 0.78588 0.14
H -6.74176 1.48458 2.54728 0.08
H -1.02896 -3.52378 -1.65456 0.07
H 6.85353 1.08641 0.03686 0.09
H 2.02116 0.58525 0.57908 0.10
H 6.34350 5.18903 -2.07891 0.08
H -6.82204 4.42210 1.69993 0.13
H -2.79482 -4.97177 -1.52881 0.10
H -9.78405 8.40803 1.50759 0.14
H 6.69877 -2.21249 1.85881 0.09
H -4.79027 2.88688 2.90258 0.04
H 4.86552 0.85475 -1.64003 0.11
H -2.80001 -4.01321 2.36842 0.12
H -9.69555 5.37116 1.87050 0.08
H 3.83185 -1.21707 -0.91794 0.11
H -2.29860 -1.07383 2.28281 0.09
H -4.44335 -2.67025 -1.88166 0.06
H 2.00548 -5.74419 -4.03664 0.08
H 0.91974 -1.68518 0.48714 0.13
H -0.04474 0.43130 0.99239 0.10
H -1.87624 2.76735 3.89919 0.09
H 0.48313 -2.35335 -1.04023 0.11
H 6.53897 2.68320 -2.03506 0.12
H 6.60081 4.57813 -0.43589 0.08
H -8.40164 6.48537 2.34702 0.07
H 1.08682 -6.60924 -5.27942 0.08
H -0.18722 -4.25007 0.18862 0.07
H -8.17774 2.31577 1.92068 0.08
H -9.63785 7.91210 -0.91838 0.08
H 6.54240 -0.47810 -2.15779 0.10
H 5.91859 -2.39716 -0.48359 0.08
H 6.22390 -0.33883 0.81474 0.10
H -0.57602 -1.45149 2.49687 0.12
H -6.53115 4.90857 4.11640 0.08
H -1.24007 -7.55710 -3.40646 0.09
H 8.46090 -3.49836 -0.21364 0.10
H 1.91238 -0.99575 -1.98105 0.11
H -1.47044 -6.83927 -5.00963 0.08
H 8.32552 2.43761 -3.73687 0.08
H -11.57299 6.39402 0.67832 0.08
H -2.25168 -6.12911 -3.58940 0.07
H 3.87207 -0.63287 0.74145 0.11
H 9.12009 3.18046 -1.01079 0.09
H 6.20550 -4.59605 2.40293 0.07
H -9.48734 6.19210 -0.57884 0.08
H -6.75376 2.07716 0.89198 0.08
H -0.60305 -4.54630 1.72895 0.09
H 7.13617 -5.09086 0.98220 0.07
H 5.68240 -4.14121 0.80248 0.06
H -6.60908 3.19475 4.49601 0.08
H 8.68343 -1.82046 0.31952 0.10
H -9.98394 6.55121 3.14147 0.08
H -8.04310 4.02031 3.85974 0.07
H 8.00510 -0.37869 -1.22054 0.10
```

Below is a cluster of 9 separate species, C11H37N4O16S3 in total in a non-equilibrium geometry, with properties calculated with wB97M-V/def2-TZVPD.

E_HOMO = -16.8 eV
Total charge = +3
Frontier orbital gap = 6.866 eV
ΔE to the lowest compared entry with this formula, charge and spin = 2.0258 eV

Geometry as XYZ:
```
71
Properties=species:S:1:pos:R:3:lowdin_charge:R:1
S 5.86258 -8.33948 -18.03378 0.62
S 1.69877 -10.17039 -17.37632 0.65
S 3.11332 -1.82515 -13.27686 0.65
O 1.10437 -11.29398 -16.76149 -0.16
O 4.75483 -7.54599 -18.51583 -0.27
O 0.69856 -9.66104 -18.54073 -0.17
O 2.99942 -0.55631 -12.29683 -0.15
O 5.40325 -9.33269 -16.89161 -0.17
O 3.03666 -10.20492 -17.87826 -0.22
O 6.70211 -7.40329 -16.99443 -0.26
O 2.22742 -2.83928 -12.83213 -0.17
O -1.30918 -1.60029 -15.00730 0.10
O 1.52096 -8.86114 -16.45381 -0.19
O 6.75012 -8.99010 -18.92620 -0.16
O 2.51891 -1.06681 -14.57488 -0.22
O 4.50355 -2.12150 -13.51882 -0.28
O 0.00917 -0.57265 -16.46231 0.04
O -0.99017 0.62265 -14.85022 0.19
O 5.08123 -3.78243 -17.52927 -0.46
N 4.19579 -4.92119 -20.31987 0.32
N 4.94726 -1.17095 -18.93761 0.30
N 6.54556 -2.44712 -15.20776 0.31
N 7.51820 -5.06302 -18.26938 0.30
C 2.88923 0.31276 -14.54538 -0.15
C 6.05717 -7.41638 -15.69489 -0.12
C -1.86333 -3.60717 -16.17898 0.00
C 3.01922 0.66105 -13.05683 -0.13
C 5.05328 -8.58072 -15.71297 -0.10
C -0.74130 -2.67328 -15.78418 -0.29
C -0.79156 -0.42032 -15.37748 -0.57
C 0.55252 -8.24892 -18.54799 -0.16
C 3.98613 -4.27755 -16.77751 -0.24
C 1.18492 -7.73219 -17.25120 -0.18
C -0.09404 -1.89540 -16.95187 -0.11
H 8.27424 -4.89348 -17.61023 0.15
H 4.40493 -4.79310 -19.30320 0.09
H 5.18144 -0.32570 -18.41597 0.16
H 2.32888 1.39711 -12.64980 0.15
H -1.46881 -4.60692 -16.39434 0.08
H 0.44668 -7.16559 -16.68413 0.13
H 6.87576 -7.55583 -14.99181 0.14
H -0.69045 -1.94673 -17.86594 0.13
H 4.80801 -2.04091 -18.34330 0.09
H -0.52123 -8.08918 -18.64681 0.14
H 4.02283 -8.24730 -15.80154 0.12
H 5.67244 -1.41095 -19.61083 0.15
H 4.14292 -5.30574 -16.43044 0.06
H 4.10450 -5.92133 -20.53899 0.15
H 0.08871 -3.09576 -15.21334 0.14
H 6.61453 -4.65856 -17.87903 0.08
H 4.93635 -4.52200 -20.89132 0.15
H 2.09561 0.87883 -15.02741 0.14
H 7.68179 -4.59643 -19.15886 0.14
H -2.37840 -3.28243 -17.08058 0.09
H 5.58758 -6.44714 -15.52343 0.10
H 3.29891 -4.45646 -20.48075 0.16
H 3.85534 -3.68116 -15.86183 0.06
H 1.00860 -7.81540 -19.44234 0.12
H -2.56590 -3.78149 -15.36742 0.10
H 6.38875 -2.33572 -14.19614 0.13
H 0.90979 -2.27403 -17.16918 0.10
H 3.85974 0.48392 -15.01814 0.11
H 3.00185 -4.28884 -17.26523 0.07
H 2.03712 -7.07734 -17.44258 0.10
H 7.46025 -2.84359 -15.41665 0.15
H 5.79760 -3.01307 -15.64008 0.08
H 5.27892 -9.26674 -14.90321 0.16
H 7.29808 -6.04859 -18.42862 0.10
H 3.98407 1.14575 -12.87647 0.13
H 4.04872 -1.02276 -19.40777 0.16
H 6.52494 -1.52952 -15.65027 0.15
```

Below is a structure of composition C3H3CdLiO3 in a non-equilibrium geometry, with properties calculated with wB97M-V/def2-TZVPD.

E_HOMO (spin up / spin down) = -16.7 / -16.7 eV
Total charge = +2
Frontier orbital gap (spin up / spin down) = 5.215 / 5.214 eV
ΔE to the lowest compared entry with this formula, charge and spin = 0.7851 eV

Geometry as XYZ:
```
11
Properties=species:S:1:pos:R:3:nbo_charge:R:1
Cd 2.93772 0.41796 0.50924 1.76
O 0.87323 0.41155 0.33540 -0.70
O -0.09887 -0.87274 -1.11279 -0.56
O 2.16880 -1.03173 -0.64347 -0.73
C -1.23167 -0.47856 0.37701 -0.07
C -0.56017 0.80574 0.43736 -0.42
C 1.01731 -0.56946 -0.60618 0.98
Li -1.04710 1.57996 -1.72032 0.95
H -0.74696 1.59414 1.16539 0.28
H -2.31487 -0.51652 0.24775 0.26
H -0.99741 -1.34034 1.01061 0.23
```

Below is a structure of composition C17H29N3O2S in a non-equilibrium geometry, with properties calculated with wB97M-V/def2-TZVPD.

E_HOMO = -8.0 eV
Frontier orbital gap = 8.001 eV
ΔE to the lowest compared entry with this formula, charge and spin = 14.7076 eV

Geometry as XYZ:
```
52
Properties=species:S:1:pos:R:3:nbo_charge:R:1
S -2.08711 1.66492 1.32414 0.46
O 3.72744 1.12907 0.91725 -0.57
O 0.34477 1.83928 -2.04111 -0.75
N 2.68673 0.56143 -1.16944 -0.63
N 1.08396 -2.01336 -0.80646 -0.47
N 0.78197 2.07595 0.16199 -0.53
C -0.13058 -2.33670 -1.27874 -0.20
C -1.24927 -2.08815 -0.37237 -0.33
C -1.51514 1.61783 -0.29224 -0.31
C -3.86616 -2.42469 -0.13045 -0.60
C -2.54612 -2.40637 -1.13443 -0.38
C -3.73272 1.14021 -0.63579 -0.27
C 2.06269 2.63690 -0.00433 -0.37
C -3.53441 1.38533 0.57541 -0.41
C 0.82412 -0.87298 2.12352 -0.39
C 3.21799 -0.77510 -1.42941 -0.22
C -2.40694 1.24008 -1.26924 -0.20
C 2.03798 -1.82817 -1.61933 -0.18
C 3.03489 1.19846 0.02267 0.76
C -0.23287 -1.42730 3.07031 -0.54
C 1.95007 -1.69607 1.71525 -0.43
C -0.02153 2.00198 -0.71923 0.64
C 1.49109 -2.49844 0.46202 -0.24
H 2.43311 -2.85838 -1.74470 0.14
H -4.71682 1.08187 -1.10652 0.24
H 2.03016 0.69008 -1.70756 0.40
H 0.25160 -0.21625 1.34679 0.20
H -3.96699 -1.45300 0.29479 0.20
H 2.37204 3.11345 -0.84962 0.23
H -0.41787 -1.82151 -2.10538 0.20
H 3.69042 -1.15395 -0.29917 0.18
H 3.98764 -0.62204 -2.17446 0.21
H -2.26778 1.49558 -2.32465 0.26
H -0.20482 -3.29011 -1.66999 0.15
H 1.66506 -1.38898 -2.51065 0.19
H -2.68215 -1.74418 -1.82773 0.18
H 0.29101 -1.70544 3.81415 0.19
H -4.80285 -2.50318 -0.84178 0.19
H 2.51456 3.31746 0.69141 0.22
H -2.60849 -3.24991 -1.77936 0.20
H 2.04458 -2.32423 2.76271 0.20
H -0.69408 -2.18375 2.85646 0.18
H -0.91814 -0.42345 3.36288 0.18
H 0.36151 2.20428 1.39341 0.41
H 2.21158 -3.32620 0.27734 0.18
H -3.97458 -3.18148 0.54234 0.20
H -1.26234 -1.25061 0.09195 0.20
H -1.28470 -3.02204 0.50308 0.15
H 1.31559 0.12342 2.68714 0.18
H 0.61992 -3.26413 0.71296 0.21
H -4.48154 1.15854 1.25801 0.23
H 2.89206 -1.25008 1.59092 0.23
```